# 1
ORCA calculation (ωB97M-V/def2-TZVPD) on a molecular structure, C40H47BrN6O6RhS in a non-equilibrium geometry.

Calculated values
Spin multiplicity ... 1
Relative energy (zero: lowest compared OMol25 entry of this formula, charge and spin) ... 8.2 kcal/mol
Lowest unoccupied orbital energy (alpha / beta) ... 0.0337 / 0.0337 Eh
HOMO-LUMO gap (alpha / beta) ... 6.2034 / 6.2040 eV
E_HOMO (alpha / beta) ... -5.2855 / -5.2857 eV
Net charge ... -1
M ... 922.7 g/mol
Calculated total energy ... -5415.26462 Eh

```
102
Properties=species:S:1:pos:R:3:forces:R:3
Rh 0.171 -0.011 0.318 0.896 2.438 -1.263
C -4.559 0.948 -2.743 0.174 -0.045 0.029
C -3.868 1.727 -1.615 -0.237 0.111 0.023
C -4.395 3.167 -1.579 0.211 0.004 0.021
C -4.071 1.045 -0.277 0.377 0.059 0.136
C -5.344 0.580 0.028 -0.051 -0.104 0.061
C -5.608 -0.101 1.199 -0.008 0.021 0.023
C -4.584 -0.319 2.104 -0.099 -0.078 -0.042
C -3.305 0.148 1.857 0.270 0.284 -0.262
C -2.212 -0.004 2.890 -0.159 0.060 0.084
C -2.320 -1.288 3.706 0.040 0.086 -0.150
C -2.196 1.239 3.787 0.132 -0.062 -0.150
C -3.031 0.857 0.663 -0.884 -0.112 0.450
N -1.734 1.332 0.437 1.197 -1.349 -0.184
C -1.475 2.625 0.270 -0.466 -0.233 0.750
O -2.206 3.572 0.569 0.192 0.240 -0.279
C -0.099 2.888 -0.267 -0.188 0.156 -0.123
C 0.416 4.171 -0.317 0.026 0.065 -0.166
C 1.718 4.357 -0.755 -0.085 -0.168 -0.048
C 2.466 3.247 -1.113 -0.086 0.030 -0.166
C 1.883 1.995 -1.028 0.309 0.054 -0.176
N 0.620 1.828 -0.643 -0.324 -0.476 0.752
C 2.701 0.758 -1.220 0.096 -0.409 0.046
O 3.755 0.783 -1.854 -0.013 0.256 0.000
N 2.181 -0.284 -0.572 -1.729 -0.432 0.856
C 2.885 -1.503 -0.533 0.639 -0.546 -0.156
C 3.942 -1.666 0.383 -0.214 0.219 -0.232
C 4.667 -2.847 0.356 0.009 0.008 -0.011
C 4.346 -3.862 -0.527 0.003 -0.037 0.009
C 3.284 -3.707 -1.402 0.040 -0.077 -0.006
C 2.547 -2.532 -1.429 -0.082 0.355 0.187
C 1.460 -2.307 -2.458 0.120 -0.086 -0.072
C 2.109 -1.846 -3.769 -0.154 0.071 0.121
C 0.563 -3.525 -2.674 0.012 0.198 0.155
C 4.317 -0.563 1.352 0.169 -0.116 -0.025
C 5.606 0.129 0.897 -0.187 0.079 -0.050
C 4.465 -1.085 2.785 -0.141 0.031 -0.099
H -4.135 1.224 -3.710 0.010 0.029 -0.045
H -5.628 1.165 -2.779 -0.043 0.034 0.028
H -4.436 -0.124 -2.599 0.003 -0.073 -0.098
H -2.797 1.759 -1.829 -0.023 -0.018 0.034
H -5.468 3.178 -1.375 -0.060 -0.055 -0.037
H -4.219 3.657 -2.539 -0.048 0.022 -0.063
H -3.889 3.731 -0.801 -0.062 0.078 0.002
H -6.147 0.730 -0.681 0.016 0.015 -0.057
H -6.604 -0.475 1.401 -0.012 0.016 0.007
H -4.800 -0.857 3.018 0.053 -0.025 0.023
H -1.271 -0.035 2.342 -0.050 -0.015 0.219
H -3.219 -1.300 4.324 -0.015 -0.031 0.054
H -1.461 -1.382 4.373 -0.005 -0.003 0.021
H -2.327 -2.153 3.044 -0.034 -0.071 0.026
H -3.192 1.437 4.185 -0.026 0.000 0.064
H -1.880 2.106 3.206 -0.052 0.112 0.020
H -1.504 1.109 4.623 0.043 0.019 0.048
H -0.210 4.987 0.013 -0.096 -0.050 0.007
H 2.150 5.348 -0.796 0.013 0.027 0.026
H 3.496 3.304 -1.433 0.011 -0.034 -0.027
H 5.499 -2.974 1.038 0.020 -0.024 0.051
H 4.926 -4.776 -0.531 -0.008 -0.031 -0.004
H 3.044 -4.504 -2.093 -0.039 -0.022 -0.012
H 0.828 -1.498 -2.090 0.045 -0.107 -0.082
H 2.750 -2.634 -4.171 0.027 -0.025 -0.040
H 2.722 -0.962 -3.594 0.052 0.027 -0.060
H 1.342 -1.604 -4.508 -0.022 0.002 -0.054
H 1.100 -4.352 -3.144 0.003 -0.024 -0.019
H -0.273 -3.251 -3.320 -0.014 -0.051 -0.067
H 0.151 -3.858 -1.722 -0.030 -0.078 -0.002
H 3.513 0.174 1.339 0.046 -0.071 0.042
H 6.440 -0.576 0.885 0.036 -0.032 0.036
H 5.852 0.948 1.577 0.067 0.033 0.014
H 5.481 0.527 -0.110 0.055 0.027 -0.026
H 5.362 -1.695 2.897 0.092 0.024 0.015
H 3.607 -1.700 3.044 -0.024 0.039 0.096
H 4.534 -0.244 3.480 0.069 0.025 0.051
C 1.004 -0.470 5.436 0.133 0.151 0.124
N 1.066 -0.005 4.071 0.086 0.500 0.047
C 1.431 1.219 3.712 -0.329 -0.913 0.541
N 1.819 2.105 4.653 -0.005 -0.028 -0.109
S 1.389 1.710 2.109 -0.419 -0.293 -1.289
H 0.597 -1.477 5.453 0.016 0.002 -0.072
H 0.360 0.175 6.042 -0.030 -0.044 -0.018
H 2.000 -0.499 5.889 0.001 -0.050 0.002
H 0.761 -0.607 3.304 0.074 -0.306 -0.227
H 2.055 1.824 5.588 -0.024 -0.041 -0.015
H 2.121 3.003 4.320 0.049 0.024 0.100
O 1.975 -2.906 2.057 -0.508 1.373 0.513
N 0.829 -2.717 1.740 -0.483 -3.177 -1.225
O 0.326 -1.536 1.782 0.291 1.895 0.599
Br -3.443 -2.591 -4.522 0.097 0.049 -0.194
C -2.270 -1.104 -4.346 -0.034 -0.097 0.164
C -1.987 -0.409 -5.515 0.008 -0.031 0.037
C -1.153 0.695 -5.477 -0.037 0.087 -0.047
C -0.601 1.101 -4.274 0.055 0.069 0.019
C -0.881 0.392 -3.121 -0.008 -0.082 -0.045
C -1.718 -0.718 -3.122 -0.109 -0.196 0.192
C -2.037 -1.411 -1.783 -0.356 0.407 -1.031
O -3.080 -2.041 -1.709 0.255 0.028 0.340
O -1.190 -1.294 -0.837 1.427 0.549 1.453
H -2.434 -0.726 -6.447 0.001 -0.051 0.010
H -0.950 1.245 -6.386 0.022 -0.011 -0.038
H 0.044 1.970 -4.234 0.039 0.015 0.017
H -0.463 0.697 -2.176 -0.019 -0.012 -0.080
```
Positions in Å, forces in eV/Å.

# 2
ORCA calculation (ωB97M-V/def2-TZVPD) on 10 unconnected molecules or ions with the total composition C2H24NO9 in a non-equilibrium geometry.

Calculated values
Spin multiplicity ... 1
Lowest unoccupied orbital energy ... -0.1019 Eh
HOMO-LUMO gap ... 10.5225 eV
E_HOMO ... -13.2966 eV
Net charge ... +1
M ... 206.2 g/mol
Calculated total energy ... -822.27877 Eh

```
36
Properties=species:S:1:pos:R:3:forces:R:3
C -1.351 0.501 -0.882 -0.671 2.101 1.385
C -2.611 0.909 -0.855 -0.465 -0.395 -0.762
N -0.542 1.178 0.181 1.836 -2.006 -0.220
H -0.814 -0.073 -1.615 -0.231 -0.015 0.052
H -3.316 0.677 -1.638 0.089 -0.468 -0.095
H -3.061 1.534 -0.082 0.556 -0.020 -0.013
H 0.087 0.500 0.688 -0.757 0.117 -0.057
H 0.202 1.799 -0.263 -1.319 0.297 0.064
H -1.140 1.660 0.870 0.351 0.223 -0.478
H -2.069 3.818 2.019 -0.159 -0.298 -0.226
H -0.672 3.362 2.316 -0.013 -0.207 -0.124
O -1.466 3.082 1.837 0.066 0.786 0.675
H -1.651 -1.599 1.564 -0.028 -0.067 -0.270
H -0.358 -2.298 1.248 0.410 -0.174 0.102
O -1.139 -1.950 0.820 -0.425 0.162 0.384
H 1.880 2.157 -1.097 0.082 0.105 -0.652
H 0.833 2.545 -2.178 0.280 -0.375 0.110
O 1.151 2.754 -1.286 -0.127 0.368 0.432
H 2.232 -0.625 1.275 0.215 -0.269 0.600
H 1.096 -0.995 2.431 0.791 -0.144 -0.316
O 1.361 -0.462 1.655 -0.710 0.471 -0.439
H -0.109 -2.879 3.809 0.079 0.154 0.242
H 0.029 -1.491 4.507 -0.107 -0.134 0.224
O 0.336 -2.023 3.769 -0.006 0.000 -0.427
H 0.947 -0.522 -2.445 0.624 0.432 -1.465
H 1.447 0.471 -3.709 0.384 -0.773 -0.253
O 0.925 0.365 -2.922 -0.709 0.702 1.207
H 1.108 -1.714 -0.858 0.091 -0.212 0.057
H 0.138 -2.434 -1.810 0.190 0.398 -0.111
O 0.992 -1.947 -1.788 -0.450 -0.449 0.508
H -2.366 -3.110 -2.219 -0.093 -0.039 -0.328
H -2.034 -2.674 -0.804 0.152 0.397 -0.176
O -1.943 -2.398 -1.733 0.079 -0.479 0.279
H 4.700 0.653 0.011 -0.041 -0.012 -0.020
H 3.328 0.970 -0.587 0.125 0.220 -0.233
O 3.854 0.259 -0.228 -0.089 -0.397 0.346
```
Positions in Å, forces in eV/Å.

# 3
ORCA calculation (ωB97M-V/def2-TZVPD) on 7 unconnected molecules or ions with the total composition C39H27F2NO17P in a non-equilibrium geometry.

Calculated values
Spin multiplicity ... 1
Lowest unoccupied orbital energy ... -0.0195 Eh
HOMO-LUMO gap ... 3.2016 eV
E_HOMO ... -3.7319 eV
Net charge ... -1
M ... 850.6 g/mol
Calculated total energy ... -3377.08826 Eh

```
87
Properties=species:S:1:pos:R:3:forces:R:3
O -0.938 -1.924 -1.959 5.911 0.484 2.131
C 0.166 -1.806 -1.364 -5.851 -0.888 -3.103
F 1.334 -2.133 -2.153 -1.724 0.842 2.554
N 0.229 -1.403 0.071 -0.208 -3.184 -1.387
C -0.984 -0.529 0.380 0.126 1.484 2.363
P -0.545 1.299 0.377 -0.973 0.077 -2.358
O -0.761 1.944 -1.024 1.013 -1.276 3.653
O 1.032 1.657 0.982 -2.531 0.908 -0.082
O -1.632 2.068 1.498 0.763 -1.553 -1.452
C -0.028 -2.635 0.876 2.587 -0.280 4.100
O 0.544 -2.829 1.984 -2.935 0.589 -5.120
F -0.964 -3.628 0.438 1.932 2.384 0.352
H -1.304 -0.859 1.447 0.828 0.762 -2.418
H 0.996 2.628 1.171 0.292 -0.974 -0.301
H -2.455 1.513 1.438 1.119 0.629 0.065
C -2.856 1.588 5.944 0.319 0.062 -0.195
C -2.633 1.341 4.653 0.026 0.169 0.222
C -2.046 0.060 4.208 0.122 0.083 -0.448
O -1.840 -0.168 3.030 -0.679 -0.092 1.376
C -1.717 -0.937 5.249 0.071 -0.189 0.303
C -1.940 -0.690 6.541 0.055 -0.187 -0.174
C -2.528 0.592 6.985 0.098 0.193 0.218
O -2.734 0.818 8.166 -0.019 -0.091 -0.169
H -3.285 2.520 6.287 0.040 -0.087 0.015
H -2.868 2.059 3.878 0.058 -0.028 -0.007
H -1.288 -1.871 4.905 0.017 0.030 -0.069
H -1.705 -1.408 7.316 -0.017 0.029 0.017
C 5.964 -1.686 -5.697 0.081 0.274 0.097
C 5.909 -0.626 -4.889 0.192 -0.027 -0.227
C 4.949 -0.568 -3.765 -0.015 -0.035 0.399
O 4.896 0.401 -3.026 0.188 -0.334 -0.215
C 4.056 -1.730 -3.570 -0.124 -0.218 0.079
C 4.112 -2.790 -4.379 -0.056 0.163 0.192
C 5.070 -2.848 -5.502 -0.105 -0.381 -0.199
O 5.124 -3.816 -6.239 0.051 0.235 0.138
H 6.659 -1.746 -6.525 -0.011 -0.021 -0.005
H 6.559 0.233 -5.019 -0.104 -0.140 0.025
H 3.361 -1.672 -2.743 0.023 0.049 -0.043
H 3.465 -3.648 -4.250 0.002 0.024 -0.019
C 8.743 3.972 -5.661 0.113 0.271 -0.086
C 9.497 4.890 -5.055 -0.172 -0.115 -0.262
C 10.034 4.665 -3.697 0.250 0.364 0.220
O 10.721 5.503 -3.142 -0.172 -0.250 -0.161
C 9.705 3.384 -3.037 -0.146 -0.312 0.012
C 8.951 2.466 -3.643 0.152 0.032 0.264
C 8.414 2.691 -5.002 -0.067 -0.200 -0.124
O 7.727 1.852 -5.557 0.383 0.313 0.055
H 8.340 4.120 -6.656 -0.056 -0.014 0.037
H 9.748 5.833 -5.525 -0.002 -0.007 0.045
H 10.107 3.236 -2.042 -0.001 0.039 -0.013
H 8.700 1.523 -3.174 -0.041 0.014 -0.024
C -8.611 0.484 5.167 0.052 0.317 -0.129
C -7.697 1.440 4.993 -0.352 -0.105 -0.070
C -6.303 1.261 5.453 0.391 0.312 -0.068
O -5.469 2.135 5.295 -0.731 -0.150 0.021
C -5.962 -0.018 6.111 -0.105 -0.258 0.108
C -6.876 -0.973 6.284 0.305 0.102 0.097
C -8.269 -0.795 5.825 -0.209 -0.367 0.073
O -9.104 -1.668 5.981 0.175 0.221 -0.062
H -9.636 0.598 4.837 0.001 -0.039 0.015
H -7.930 2.382 4.512 0.052 -0.004 0.008
H -4.938 -0.133 6.440 -0.064 -0.014 -0.007
H -6.642 -1.915 6.764 -0.025 0.004 -0.070
C -8.194 -5.061 2.175 0.147 0.301 0.011
C -7.418 -4.163 2.785 -0.193 -0.062 -0.272
C -6.853 -4.423 4.126 0.260 0.334 0.177
O -6.148 -3.604 4.684 -0.205 -0.202 -0.095
C -7.179 -5.717 4.763 -0.153 -0.321 0.019
C -7.954 -6.614 4.153 0.196 0.092 0.287
C -8.519 -6.354 2.813 -0.271 -0.293 -0.259
O -9.225 -7.174 2.255 0.180 0.208 0.173
H -8.616 -4.887 1.194 -0.002 -0.042 0.014
H -7.170 -3.212 2.332 0.040 -0.013 0.036
H -6.756 -5.891 5.745 0.015 0.044 -0.015
H -8.203 -7.566 4.607 -0.019 0.007 -0.046
C 2.156 3.639 -6.578 0.054 0.367 -0.152
C 3.065 4.600 -6.755 -0.292 -0.096 -0.061
C 4.449 4.445 -6.261 0.255 0.180 0.041
O 5.280 5.324 -6.420 -0.126 -0.166 -0.015
C 4.788 3.187 -5.565 -0.137 -0.148 0.094
C 3.881 2.226 -5.388 0.255 0.080 -0.068
C 2.496 2.379 -5.882 -0.368 -0.445 0.152
O 1.668 1.503 -5.723 0.294 0.272 -0.160
H 1.138 3.735 -6.932 -0.003 -0.039 0.040
H 2.833 5.528 -7.263 0.040 0.003 0.019
H 5.805 3.091 -5.211 -0.111 0.008 -0.024
H 4.113 1.300 -4.881 -0.148 0.296 -0.084
```
Positions in Å, forces in eV/Å.